{
  "formula": "C21H19ClN2O4S",
  "method": "the ωB97M-V functional and the def2-TZVPD basis",
  "max_force_ha_per_bohr": 0.0197,
  "orbital_gap_ev": 8.5,
  "lumo_energy_ev": -0.428,
  "homo_energy_ev": -8.893,
  "de_lowest_kcal_mol": 62.88,
  "e_tot_ev": -56612.6580,
  "symbols": ["O", "C", "N", "H", "C", "C", "C", "C", "C", "C", "C", "Cl", "H", "H", "H", "H", "H", "H", "C", "C", "C", "C", "C", "C", "C", "C", "H", "H", "S", "O", "O", "N", "H", "C", "C", "C", "C", "C", "O", "H", "H", "H", "H", "H", "H", "H", "H", "H"],
  "positions_angstrom": [[-3.48303, -0.11567, 2.45550], [-3.25876, -0.47587, 1.31471], [-4.16028, -1.16801, 0.57482], [-3.97841, -1.36518, -0.39678], [-5.50123, -1.42802, 1.05079], [-6.49440, -0.47090, 0.44208], [-7.04787, 0.55639, 1.19461], [-7.94309, 1.45001, 0.63339], [-8.29807, 1.33007, -0.69913], [-7.75154, 0.32089, -1.47258], [-6.85456, -0.56351, -0.89895], [-6.17306, -1.81420, -1.89313], [-8.01532, 0.22008, -2.51401], [-8.99722, 2.02215, -1.14273], [-8.36244, 2.24078, 1.23615], [-6.76260, 0.65205, 2.23115], [-5.47724, -1.30189, 2.13514], [-5.77138, -2.45976, 0.80458], [-1.97245, -0.23357, 0.62245], [-0.99766, 0.43275, 1.24877], [0.31885, 0.76926, 0.73866], [1.16517, 1.54959, 1.53510], [2.42727, 1.89906, 1.09529], [2.85229, 1.47145, -0.14803], [2.03851, 0.69986, -0.95559], [0.77615, 0.35080, -0.51522], [0.14252, -0.25105, -1.14712], [2.40397, 0.40060, -1.92529], [4.51495, 1.86582, -0.68468], [4.59188, 1.72033, -2.10624], [4.93081, 3.08722, -0.06690], [5.44545, 0.65681, -0.01895], [5.53244, 0.73378, 0.98191], [5.22731, -0.68694, -0.51710], [6.38964, -1.56147, -0.18970], [7.52517, -1.86392, -0.88072], [8.28620, -2.71384, -0.04115], [7.55862, -2.86010, 1.09753], [6.41032, -2.16630, 1.01980], [7.73782, -3.41114, 1.99928], [9.23846, -3.15113, -0.25937], [7.78202, -1.52431, -1.86228], [5.13012, -0.58246, -1.59883], [4.30784, -1.13045, -0.10463], [3.08677, 2.51327, 1.68828], [0.81956, 1.88246, 2.50247], [-1.21614, 0.76825, 2.25595], [-1.87524, -0.61001, -0.38489]],
  "forces_ev_per_angstrom": [[-0.04, 0.14, 0.22], [-0.03, -0.11, 0.02], [-0.06, -0.21, -0.25], [0.13, 0.05, 0.11], [-0.09, 0.00, 0.12], [0.05, -0.12, -0.03], [-0.02, -0.04, -0.06], [-0.04, 0.05, 0.02], [0.01, 0.00, 0.01], [0.04, -0.05, -0.05], [-0.19, 0.24, 0.19], [0.08, -0.17, -0.15], [0.00, -0.03, -0.08], [-0.06, 0.06, -0.04], [-0.04, 0.07, 0.06], [0.05, 0.00, 0.12], [-0.06, -0.09, -0.16], [0.03, 0.12, 0.11], [0.48, 0.32, 0.20], [-0.73, -0.29, -0.01], [0.55, 0.12, -0.26], [-0.10, -0.16, -0.15], [0.08, 0.10, 0.06], [0.51, 0.22, -0.21], [-0.04, -0.07, -0.17], [0.01, 0.08, 0.19], [-0.06, -0.06, -0.08], [-0.04, -0.07, -0.14], [0.29, -0.17, 0.44], [-0.21, -0.29, 0.02], [-0.18, -0.14, 0.26], [-0.27, 0.90, -0.38], [-0.01, 0.16, 0.20], [-0.01, -0.49, 0.05], [0.30, 0.16, -0.87], [-0.64, 0.18, 0.23], [-0.19, -0.13, 0.51], [0.76, -0.26, -0.29], [-0.46, 0.15, 0.23], [-0.07, -0.04, 0.15], [0.20, -0.13, 0.03], [0.00, 0.13, -0.24], [0.01, -0.27, 0.07], [0.10, 0.02, -0.15], [0.00, 0.09, 0.14], [-0.04, 0.03, 0.09], [-0.08, 0.00, 0.07], [0.10, -0.02, -0.15]]
}



{
  "formula": "C4H3NO3",
  "method": "the ωB97M-V functional and the def2-TZVPD basis",
  "max_force_ha_per_bohr": 0.1231,
  "orbital_gap_ev": 8.7,
  "lumo_energy_ev": -0.778,
  "homo_energy_ev": -9.469,
  "de_lowest_kcal_mol": 103.73,
  "e_tot_ev": -11825.0352,
  "symbols": ["C", "C", "C", "C", "H", "H", "H", "N", "O", "O", "O"],
  "positions_angstrom": [[0.34457, 1.09357, 0.72090], [-0.03871, -0.12367, 0.18828], [-1.09867, -0.40022, -0.73949], [0.82100, -1.29773, 0.22386], [-0.74680, 2.22397, -0.12034], [1.15780, 0.98389, 1.40081], [-1.81827, 0.60449, -0.78365], [-0.71293, -1.49480, -1.41065], [-0.26701, 2.22380, 0.69029], [0.41776, -2.08621, -0.80677], [1.94126, -1.72710, 0.63675]],
  "forces_ev_per_angstrom": [[0.33, -4.72, 0.93], [0.66, 1.89, 1.71], [1.91, 0.79, -0.51], [5.79, -2.50, -0.55], [-1.21, 0.63, -0.97], [0.80, 0.63, 0.40], [0.95, -3.78, -1.16], [-2.88, 1.40, 0.03], [0.04, 1.59, 0.05], [-2.65, 1.31, -0.55], [-3.72, 2.76, 0.62]]
}



{
  "formula": "C2H9NOS2",
  "method": "the ωB97M-V functional and the def2-TZVPD basis",
  "max_force_ha_per_bohr": 0.0900,
  "orbital_gap_ev": 8.6,
  "lumo_energy_ev": 0.361,
  "homo_energy_ev": -8.251,
  "de_lowest_kcal_mol": 39.58,
  "e_tot_ev": -27426.3775,
  "symbols": ["C", "S", "S", "H", "H", "H", "H", "N", "C", "O", "H", "H", "H", "H", "H"],
  "positions_angstrom": [[2.31909, -1.12307, -0.39546], [3.71256, 0.07526, -0.58216], [4.89396, -0.23077, 1.17685], [1.88753, -1.20207, -1.35911], [1.72928, -0.66926, 0.38744], [2.71926, -2.13076, -0.24551], [5.83943, 0.62348, 1.14705], [-3.26828, 0.24540, -0.92475], [-2.59209, 0.97193, 0.06975], [-2.74209, 0.31482, 1.30258], [-4.13076, -0.18157, -0.33751], [-3.75052, 0.85113, -1.63484], [-1.48112, 0.90375, -0.07359], [-2.97665, 2.02957, 0.18634], [-2.15959, -0.47784, 1.28294]],
  "forces_ev_per_angstrom": [[2.12, 0.24, 1.03], [0.56, 0.31, -0.49], [-2.30, -2.40, 0.50], [-0.75, 0.58, -0.90], [-0.63, -0.71, 0.01], [-0.18, 0.24, 0.69], [1.17, 1.73, -0.85], [-4.35, -1.56, -0.31], [1.86, 1.25, 1.07], [0.05, -0.87, 0.79], [2.35, 1.05, -1.96], [0.86, -0.65, 0.91], [-0.77, 0.94, -0.64], [0.70, -0.99, 0.08], [-0.70, 0.83, 0.06]]
}